(1)
The following is a DFT calculation (wB97M-V/def2-TZVPD) of a 21-piece molecular cluster, C34H38Cl60F2O3 overall in a non-equilibrium geometry.

The calculation puts the total energy at -29354.9989 Ha. Its energy above the lowest of the compared OMol25 structures with the same formula, charge and spin is 0.0 kJ/mol. The HOMO energy comes out at -0.307 Ha. The gap between HOMO and LUMO comes out at 8.153 eV.

```
! wB97M-V def2-TZVPD RIJCOSX def2/J DEFGRID3
* xyz 0 1
C 2.3496 -1.9337 1.9731
C 1.4898 -1.9931 1.1393
C 0.2353 -1.9147 0.3856
C -0.3227 -0.4801 0.4350
C -0.6929 -0.0160 1.8574
C -2.1780 0.0974 2.2013
F -2.4106 -0.9198 3.1466
C -3.2879 -0.1874 1.1854
C -3.3675 -1.5240 0.4430
F -3.7110 -1.2496 -0.8946
C -4.4176 -2.4707 0.9868
C -5.8734 -1.9566 0.9334
O -3.4717 1.0282 0.4357
C -3.5731 1.9620 1.4354
O -4.2665 2.9253 1.4241
C -2.6358 1.5236 2.6204
O -1.6137 2.5370 2.5878
C -3.2205 1.6714 3.9871
C -4.1557 0.8408 4.5510
H 3.0713 -1.8578 2.7389
H 0.4770 -2.1354 -0.6581
H -0.4589 -2.6526 0.7894
H -1.1057 -0.3531 -0.3093
H 0.5072 0.1452 0.0973
H -0.1603 0.9114 2.0458
H -0.2725 -0.7218 2.5731
H -4.1790 -0.1932 1.8318
H -2.4214 -2.0579 0.3852
H -4.1390 -2.7552 2.0018
H -4.3655 -3.3572 0.3520
H -5.9491 -1.0211 0.3810
H -6.5768 -2.7051 0.5830
H -6.1751 -1.7181 1.9568
H -1.3802 2.6834 1.6629
H -2.8734 2.5285 4.5621
H -3.8463 0.2259 5.3949
H -5.1801 0.7402 4.1945
C 6.1794 0.2174 2.3052
Cl 4.7917 -0.6589 1.6496
Cl 7.6785 -0.6044 1.8803
Cl 6.1809 1.8949 1.7570
H 6.0959 0.2120 3.3848
C -7.8761 -0.2139 -2.5726
Cl -6.4203 -1.1698 -2.8174
Cl -8.9378 -0.3097 -3.9704
Cl -8.7141 -0.7342 -1.1094
H -7.5795 0.8200 -2.4469
C 5.2196 5.1144 -0.5454
Cl 5.9603 4.7926 1.0239
Cl 4.1898 3.7687 -1.0346
Cl 4.3070 6.6228 -0.5099
H 6.0109 5.2159 -1.2758
C -8.7403 1.3033 2.4095
Cl -9.5193 2.4961 3.4488
Cl -7.1321 1.8431 1.9327
Cl -8.6631 -0.2690 3.2112
H -9.3380 1.1940 1.5138
C -12.9028 1.6896 -4.4676
Cl -11.8183 1.9196 -3.0969
Cl -12.6882 2.9588 -5.6743
Cl -12.6459 0.1047 -5.2025
H -13.9199 1.7373 -4.1013
C -3.2828 6.1196 2.2677
Cl -4.1216 7.5427 1.6464
Cl -1.5347 6.3691 2.2570
Cl -3.8495 5.7141 3.8847
H -3.5092 5.2822 1.6199
C -8.3363 2.9912 -6.6497
Cl -9.4267 2.5848 -5.3277
Cl -7.7306 4.6404 -6.4888
Cl -7.0084 1.8248 -6.7015
H -8.8833 2.9216 -7.5806
C 4.1862 -2.6210 -2.0970
Cl 4.9969 -3.0199 -0.5841
Cl 3.0913 -3.9151 -2.5852
Cl 3.3146 -1.0888 -1.9492
H 4.9420 -2.5051 -2.8633
C -2.3119 -0.0736 -3.7199
Cl -2.1696 1.5055 -4.5033
Cl -2.6322 -1.3411 -4.9003
Cl -0.8549 -0.4419 -2.8014
H -3.1446 -0.0330 -3.0279
C 11.7154 -1.3126 3.2322
Cl 10.8977 -1.5616 1.6895
Cl 10.7305 -0.3414 4.3245
Cl 12.1311 -2.8612 3.9781
H 12.6342 -0.7721 3.0381
C 14.6315 1.7160 1.6455
Cl 16.0050 0.7488 1.1127
Cl 13.3596 1.7273 0.4248
Cl 14.0086 1.1151 3.1855
H 14.9693 2.7325 1.7957
C 17.5488 -0.7202 5.1339
Cl 17.6008 1.0342 5.3255
Cl 15.9941 -1.2276 4.4780
Cl 18.8720 -1.2752 4.1083
H 17.6675 -1.1694 6.1106
C 1.9761 -2.9806 -6.7790
Cl 1.5420 -1.9064 -5.4497
Cl 3.4569 -2.4302 -7.5686
Cl 2.1515 -4.6423 -6.2146
H 1.1778 -2.9550 -7.5084
C 7.1544 -4.2685 4.5052
Cl 6.1085 -2.8660 4.2620
Cl 8.8553 -3.8503 4.2727
Cl 6.9125 -4.9715 6.1096
H 6.8869 -5.0157 3.7702
C 7.9916 -2.3781 8.9236
Cl 7.0286 -0.9212 8.6656
Cl 9.7051 -2.0473 8.6722
Cl 7.7085 -3.0394 10.5344
H 7.6823 -3.1174 8.1958
C -1.8171 1.6895 -8.1677
Cl -1.5636 3.4315 -8.0510
Cl -3.2549 1.3259 -9.1218
Cl -0.3954 0.8946 -8.8458
H -1.9723 1.3044 -7.1691
C -12.5476 5.5808 -1.5428
Cl -13.6700 4.5729 -2.4563
Cl -12.0653 4.7791 -0.0458
Cl -11.1357 5.9777 -2.5216
H -13.0529 6.5016 -1.2853
C -11.3331 -3.1038 -7.2947
Cl -11.0290 -3.7246 -8.9175
Cl -11.0779 -4.3611 -6.0847
Cl -10.3199 -1.6998 -6.9597
H -12.3681 -2.7925 -7.2430
C 7.6358 -1.8549 -5.1913
Cl 8.9488 -2.7770 -5.9196
Cl 6.2516 -1.7472 -6.2779
Cl 7.1555 -2.5703 -3.6482
H 7.9920 -0.8515 -4.9999
C 2.5650 -3.3998 6.2421
Cl 2.0579 -2.4168 4.8627
Cl 2.5881 -5.1109 5.8139
Cl 4.1527 -2.8783 6.8047
H 1.8504 -3.2600 7.0420
*
```

(2)
The following is a DFT calculation (wB97M-V/def2-TZVPD) of C34H38F6N2O4P4S2SeTa as an isolated structure in a non-equilibrium geometry.

The calculation puts the total energy at -6947.3606 Ha. Its energy above the lowest of the compared OMol25 structures with the same formula, charge and spin is 78.1 kJ/mol. The HOMO energy comes out at -0.547 Ha. The gap between HOMO and LUMO comes out at 3.985 eV.

```
! wB97M-V def2-TZVPD RIJCOSX def2/J DEFGRID3
* xyz 3 1
Ta 0.5910 -2.0051 1.0493
F -3.5615 -3.3901 2.6700
C -3.3345 -4.1451 1.6224
F -4.0972 -3.8369 0.6126
F -3.3366 -5.4095 1.9033
S -1.5461 -3.6910 1.0330
O -0.5979 -3.3594 2.1987
O -1.5114 -2.3634 0.3524
N -1.0887 -4.8800 0.2006
S 0.2325 -4.7435 -0.7291
O 0.7575 -3.3416 -0.5841
O 0.0437 -5.2415 -2.0222
C 1.5379 -5.6910 0.2178
F 1.5898 -5.1115 1.4266
F 2.6795 -5.5315 -0.4018
F 1.1964 -6.9443 0.3151
C 3.3686 -1.2109 3.8708
P 1.7311 -1.9340 3.5509
C 1.8597 -3.6383 4.1442
C 0.6492 -1.0212 4.7238
C -0.7478 -0.7972 4.1777
P -0.6711 -0.1556 2.4676
C -2.4211 0.0593 2.0537
C 0.2380 1.4003 2.5972
H 3.4601 -1.1477 4.9580
H 3.4605 -0.2081 3.4557
H 4.1788 -1.8376 3.5018
H 2.2098 -3.6113 5.1791
H 2.5876 -4.1890 3.5492
H 0.8986 -4.1464 4.1094
H 1.1444 -0.0698 4.9305
H 0.6349 -1.5742 5.6660
H -1.3014 -0.0777 4.7883
H -1.3293 -1.7214 4.1627
H -2.7521 1.0420 2.3919
H -2.9803 -0.7130 2.5843
H -2.6162 -0.0033 0.9867
H -0.2633 2.0478 3.3206
H 0.2764 1.9236 1.6468
H 1.2587 1.2168 2.9363
C -1.1211 1.0166 -1.2233
P 0.2749 -0.1448 -1.0677
C -0.0490 -1.2856 -2.4376
C -1.3440 -1.7898 -2.6030
C -1.6259 -2.6631 -3.6374
C -0.6238 -3.0484 -4.5199
C 0.6596 -2.5507 -4.3644
C 0.9498 -1.6747 -3.3290
C 1.7513 0.8321 -1.4213
C 2.5334 1.3739 -0.4055
C 3.5911 2.2147 -0.7059
C 3.8781 2.5194 -2.0295
C 3.0803 2.0164 -3.0453
C 2.0104 1.1897 -2.7471
P -1.4819 2.4695 -0.1042
C -2.8975 3.1886 -1.0084
C -3.8035 2.4561 -1.7730
C -4.8851 3.0858 -2.3683
C -5.0796 4.4491 -2.2008
C -4.1904 5.1832 -1.4270
C -3.1073 4.5601 -0.8337
C -0.1526 3.6470 -0.5299
C 0.2375 3.9310 -1.8372
C 1.1689 4.9183 -2.0925
C 1.7197 5.6476 -1.0438
C 1.3278 5.3909 0.2588
C 0.3951 4.3947 0.5111
H -2.0240 0.4037 -1.2775
H -0.9624 1.3753 -2.2501
H -2.1521 -1.5032 -1.9443
H -2.6335 -3.0334 -3.7676
H -0.8510 -3.7239 -5.3330
H 1.4434 -2.8330 -5.0531
H 1.9559 -1.3010 -3.2377
H 2.3133 1.1686 0.6361
H 4.1876 2.6384 0.0890
H 4.7145 3.1612 -2.2676
H 3.2884 2.2677 -4.0755
H 1.3888 0.8273 -3.5550
H -3.6985 1.3892 -1.9204
H -5.5769 2.5085 -2.9651
H -5.9208 4.9394 -2.6698
H -4.3380 6.2447 -1.2876
H -2.4200 5.1510 -0.2414
H -0.2214 3.4163 -2.6709
H 1.4509 5.1446 -3.1113
H 2.4352 6.4317 -1.2496
H 1.7286 5.9778 1.0724
H 0.0689 4.2200 1.5306
Se 3.0559 -1.7353 0.8466
C 3.3915 -2.0806 -0.9307
N 3.7315 -2.3304 -1.9986
*
```

Among the records above, which one has the highest HOMO energy? C34H38Cl60F2O3

The lowest HOMO energy belongs to which entry? C34H38F6N2O4P4S2SeTa

Among the records above, which one has the highest gap between HOMO and LUMO? C34H38Cl60F2O3